1.
An isolated molecule of C5H9ClN3PS at a distorted geometry, computed with ωB97M-V with the def2-TZVPD basis set.

The largest force on an atom is 2.655 eV Å⁻¹. As for the total energy: -1559.9566 a.u. Its HOMO energy is -0.3494 Eh. The SMILES is CN(C)[P@](=S)(Cl)n1ccnc1. The value obtained for the relative energy (zero: lowest compared OMol25 entry of this formula, charge and spin) is 0.27 kJ/mol. The calculation puts the orbital gap at 8.40 eV.

The geometry in ORCA input format:
```
! RIJCOSX wB97M-V def2-TZVPD def2/J DEFGRID3
* xyz 0 1
C 1.21734 -0.95303 -0.13516
N 0.80428 0.43037 -0.24229
C 1.45441 1.17987 -1.29534
P 0.14385 1.24401 1.03297
S -0.51389 3.02366 0.72753
Cl 1.86145 1.06086 2.96319
N -0.94275 0.13072 1.70176
C -2.19428 -0.07007 1.14261
C -2.83577 -0.94048 1.96337
N -2.02784 -1.27576 3.01046
C -0.92362 -0.62944 2.84552
H 2.30474 -1.03328 -0.18843
H 0.88821 -1.37063 0.81369
H 0.77970 -1.52947 -0.95104
H 1.13385 0.79205 -2.26389
H 1.17459 2.23131 -1.22096
H 2.54190 1.09938 -1.22627
H -2.48354 0.42371 0.23669
H -3.82246 -1.34889 1.87708
H -0.07608 -0.66238 3.49902
*
```

Atomic partial charges in e from the natural (NBO) method, atoms 1 to 4: -0.4090, -0.7656, -0.4163, 1.6521

2.
An isolated molecule of C5H11NO, computed with ωB97M-V with the def2-TZVPD basis set.

The largest force on an atom is 0.340 eV Å⁻¹. As for the total energy: -327.1256 a.u. Its HOMO energy is -0.3521 Eh. The SMILES is CNC(=O)C(C)C. The value obtained for the relative energy (zero: lowest compared OMol25 entry of this formula, charge and spin) is 15.19 kJ/mol. The calculation puts the orbital gap at 10.44 eV.

The geometry in ORCA input format:
```
! RIJCOSX wB97M-V def2-TZVPD def2/J DEFGRID3
* xyz 0 1
C 2.75406 0.63977 -0.11703
N 1.31160 0.66627 -0.20656
C 0.57621 -0.43975 0.09507
O 1.08764 -1.44737 0.56017
C -0.91223 -0.39593 -0.27697
C -1.66962 -1.45722 0.52124
C -1.57847 0.98072 -0.16060
H 3.12601 1.02699 0.83985
H 3.18102 1.20595 -0.94979
H 3.06116 -0.40278 -0.20196
H 0.85327 1.49456 -0.54190
H -0.92158 -0.69752 -1.33563
H -1.75323 -1.17691 1.57797
H -1.13386 -2.40629 0.47939
H -2.68061 -1.59954 0.12499
H -2.61393 0.93200 -0.51364
H -1.59018 1.32728 0.88024
H -1.09725 1.74980 -0.77482
*
```

Atomic partial charges in e from the natural (NBO) method, atoms 1 to 4: -0.4186, -0.6201, 0.6781, -0.6333

3.
A cluster of 2 separate species, C3H11NS in total at a distorted geometry, computed with ωB97M-V with the def2-TZVPD basis set.

The largest force on an atom is 1.515 eV Å⁻¹. As for the total energy: -573.7907 a.u. Its HOMO energy is -0.2899 Eh. The SMILES is CNC.CS. The value obtained for the relative energy (zero: lowest compared OMol25 entry of this formula, charge and spin) is 107.23 kJ/mol. The calculation puts the orbital gap at 8.71 eV.

The geometry in ORCA input format:
```
! RIJCOSX wB97M-V def2-TZVPD def2/J DEFGRID3
* xyz 0 1
C 1.13356 0.63600 0.97738
N 0.13360 1.17103 -0.01997
C -1.28129 1.04371 0.43158
H 2.20477 0.73730 0.70086
H 0.96606 1.11718 1.97111
H 0.90445 -0.42804 1.12082
H 0.34048 2.16701 -0.15462
H -1.44986 -0.00781 0.60677
H -1.99259 1.37198 -0.36012
H -1.47896 1.61150 1.37141
C 0.02975 -2.00848 -0.94402
S 0.15710 -0.78617 -2.30785
H 1.04075 -2.14733 -0.54476
H -0.69466 -1.84021 -0.13724
H -0.24747 -2.92185 -1.44545
H 0.23432 0.28418 -1.26590
*
```

Atomic partial charges in e from the natural (NBO) method, atoms 1 to 4: -0.4269, -0.6107, -0.4212, 0.2214

4.
A cluster of 2 separate species, C29H38F2NO5 in total at a distorted geometry, computed with ωB97M-V with the def2-TZVPD basis set.

The largest force on an atom is 1.873 eV Å⁻¹. As for the total energy: -1758.1092 a.u. Its HOMO energy is -0.3775 Eh. The calculation puts the orbital gap at 5.43 eV.

The geometry in ORCA input format:
```
! RIJCOSX wB97M-V def2-TZVPD def2/J DEFGRID3
* xyz 1 1
C 6.41151 1.59344 -1.32366
C 5.77006 1.97155 0.01384
O 6.12827 1.39558 1.01068
O 4.84462 2.97421 0.16563
C 3.91214 3.10854 -0.90615
C 2.75171 2.09909 -0.81682
C 3.10052 0.65842 -1.30033
C 1.95176 -0.27200 -0.88888
C 1.74237 -0.60099 0.44192
C 2.59868 -0.05005 1.58008
C 1.61653 0.45726 2.65458
O 1.12370 1.54023 2.65502
F 1.29867 -0.43079 3.64471
N 0.74490 -1.41460 0.79670
C -0.09647 -1.94658 -0.09546
C 0.05269 -1.65684 -1.42942
C -0.95061 -2.25318 -2.40980
C -2.23870 -1.34268 -2.31257
C -2.82832 -0.97516 -3.69600
C -3.86074 -2.09286 -4.08950
C -3.56627 0.37770 -3.71191
C -2.76458 1.53976 -3.05234
C -3.42558 1.92549 -1.72909
C -2.86284 1.79406 -0.51046
C -1.44918 2.24343 -0.13895
C -3.69375 1.18100 0.63374
C 1.10130 -0.82656 -1.85711
C 1.25382 -0.56304 -3.34310
O 0.49885 0.06015 -4.01979
O 2.34652 -1.14073 -3.99341
F 3.25192 -1.63850 -3.04352
H 7.44322 1.25269 -1.22594
H 6.33298 2.45786 -2.00299
H 5.85190 0.78779 -1.82547
H 4.37232 3.14209 -1.90690
H 3.44864 4.10057 -0.78585
H 2.26680 2.11282 0.17010
H 1.97796 2.47896 -1.51009
H 3.15593 0.69366 -2.39434
H 4.00170 0.22251 -0.85068
H 3.19885 0.81437 1.28800
H 3.25162 -0.80704 2.03904
H 0.57381 -1.66603 1.77050
H -0.91473 -2.60015 0.20378
H -1.17820 -3.28280 -2.09926
H -0.54303 -2.30388 -3.42685
H -2.96677 -1.94019 -1.73972
H -1.99683 -0.46918 -1.68844
H -2.04741 -1.00985 -4.47172
H -3.34846 -2.91604 -4.60628
H -4.34882 -2.50982 -3.19242
H -4.68394 -1.67676 -4.68930
H -4.57390 0.30583 -3.27581
H -3.69632 0.65417 -4.77154
H -2.81046 2.41481 -3.72562
H -1.70922 1.30082 -2.85650
H -4.43760 2.35705 -1.76769
H -0.70091 1.43949 -0.32404
H -1.40318 2.42248 0.94857
H -1.15320 3.18277 -0.61953
H -3.04010 0.68224 1.36826
H -4.42984 0.45761 0.26817
H -4.22763 1.98025 1.18374
C -0.12500 -1.23642 6.24817
C -0.49591 -1.62674 7.52743
C -1.74042 -2.20213 7.74563
C -2.61176 -2.39615 6.68266
C -2.24025 -2.00942 5.40267
C -0.99852 -1.42580 5.18534
H 0.84400 -0.78474 6.08028
H 0.18560 -1.48146 8.35595
H -2.03126 -2.50017 8.74477
H -3.58038 -2.84884 6.85245
H -2.92045 -2.16236 4.57316
H -0.71432 -1.12024 4.18968
*
```

Atomic partial charges in e from the Mulliken method, atoms 1 to 4: -0.9863, 0.8426, -0.5336, -0.3778

Repeat the second record exactly.
An isolated molecule of C5H11NO, computed with ωB97M-V with the def2-TZVPD basis set.

The largest force on an atom is 0.340 eV Å⁻¹. As for the total energy: -327.1256 a.u. Its HOMO energy is -0.3521 Eh. The SMILES is CNC(=O)C(C)C. The value obtained for the relative energy (zero: lowest compared OMol25 entry of this formula, charge and spin) is 15.19 kJ/mol. The calculation puts the orbital gap at 10.44 eV.

The geometry in ORCA input format:
```
! RIJCOSX wB97M-V def2-TZVPD def2/J DEFGRID3
* xyz 0 1
C 2.75406 0.63977 -0.11703
N 1.31160 0.66627 -0.20656
C 0.57621 -0.43975 0.09507
O 1.08764 -1.44737 0.56017
C -0.91223 -0.39593 -0.27697
C -1.66962 -1.45722 0.52124
C -1.57847 0.98072 -0.16060
H 3.12601 1.02699 0.83985
H 3.18102 1.20595 -0.94979
H 3.06116 -0.40278 -0.20196
H 0.85327 1.49456 -0.54190
H -0.92158 -0.69752 -1.33563
H -1.75323 -1.17691 1.57797
H -1.13386 -2.40629 0.47939
H -2.68061 -1.59954 0.12499
H -2.61393 0.93200 -0.51364
H -1.59018 1.32728 0.88024
H -1.09725 1.74980 -0.77482
*
```

Atomic partial charges in e from the natural (NBO) method, atoms 1 to 4: -0.4186, -0.6201, 0.6781, -0.6333

> Which formula does entry 2 have?

C5H11NO

> What is the HOMO in the third record?

-0.2899 Eh